Molecular formula: C13H32AgF3O7
Method: DFT, ωB97M-V/def2-TZVPD

Output
Molecular weight = 465.3 g mol⁻¹
Electronic energy = -40479.8047 eV
Max |F| = 0.04805 hartree/bohr
2S+1 = 2
Net charge = -1

Atoms and positions in Å:
Ag (0.33296, -0.59848, 0.42020)
C (-0.33360, 1.37455, -2.42419)
O (-0.96698, 2.29823, -1.52189)
O (-0.07807, 0.25496, -1.74957)
C (-1.20823, 1.12656, -3.68641)
F (-2.50743, 0.76334, -3.48827)
F (-1.30796, 2.24476, -4.49416)
F (-0.60535, 0.18214, -4.44413)
C (-1.14185, 3.63824, -1.93766)
C (-1.60434, 4.41189, -0.73973)
H (-1.98920, 5.39857, -1.02471)
H (-2.28938, 3.89037, -0.07535)
H (-0.75209, 4.77729, -0.14686)
H (-1.86582, 3.72192, -2.75835)
H (-0.23066, 4.10231, -2.34245)
H (0.60588, 1.82045, -2.81278)
C (-3.64120, 0.30722, -0.38300)
C (-2.97654, -0.33837, 0.80220)
C (-3.92462, -1.18819, 1.64655)
O (-1.90009, -1.16766, 0.52775)
H (-4.53553, 0.89023, -0.13934)
H (-4.03960, -0.44476, -1.07912)
H (-3.03049, 0.87461, -1.08527)
H (-2.58879, 0.39180, 1.53197)
H (-4.91018, -0.73099, 1.76613)
H (-3.52672, -1.28573, 2.66324)
H (-3.99289, -2.24156, 1.36858)
C (2.12063, -4.31985, 0.90562)
C (1.75139, -3.48951, -0.35531)
C (1.92413, -4.35176, -1.63256)
O (0.56018, -2.84127, -0.24992)
H (1.62059, -5.29250, 0.88670)
H (1.69239, -3.73528, 1.72104)
H (3.19448, -4.47394, 1.04474)
H (2.53508, -2.71059, -0.47396)
H (2.86638, -4.91702, -1.64141)
H (2.11752, -3.66941, -2.46767)
H (1.08117, -4.99911, -1.87495)
C (3.70171, 0.97491, 0.16134)
O (2.44308, 0.38648, -0.20742)
H (3.87065, 0.63820, 1.18241)
H (4.49750, 0.65950, -0.51083)
H (3.58057, 2.05965, 0.20704)
H (2.24186, 0.67374, -1.10945)
C (2.28805, -1.31663, 2.81062)
O (0.91843, -1.10312, 2.55057)
H (2.83191, -1.23376, 1.86987)
H (2.70294, -0.61606, 3.54499)
H (2.51226, -2.33159, 3.14982)
H (0.38503, -1.51775, 3.23464)
C (0.32506, 2.16043, 2.46889)
O (0.02165, 1.66063, 1.16377)
H (0.94107, 3.06476, 2.49414)
H (-0.55078, 2.25532, 3.11336)
H (0.99688, 1.42988, 2.92886)
H (-0.16302, 2.48196, 0.69166)

Here are the Mulliken charges for atoms 1 to 4, given in e: Ag 0.799; C -0.311; O 0.232; O -0.761

---

Molecular formula: C20H19FN4O4S
Method: DFT, ωB97M-V/def2-TZVPD

Output
Molecular weight = 430.5 g mol⁻¹
Max |F| = 0.02079 hartree/bohr
Energy relative to the best compared isomer or geometry (same formula, charge and spin) = 0.003 eV
2S+1 = 1
SMILES = O=C(CN(C(=O)CCC(=O)Nc1nccs1)c1ccc(F)cc1)NCc1ccco1

Atoms and positions in Å:
O (-1.09465, -0.74876, 1.54877)
C (-1.58625, 0.28326, 1.12440)
C (-0.88464, 1.64070, 1.28795)
N (0.05537, 1.81407, 0.18388)
C (-0.50733, 2.13146, -1.02332)
O (-1.65978, 2.51875, -1.07311)
C (0.28960, 1.90286, -2.29609)
C (0.99710, 0.54190, -2.32019)
C (0.11308, -0.50897, -1.69670)
O (-1.09309, -0.51633, -1.79122)
N (0.72098, -1.49731, -0.95430)
C (2.04220, -1.73970, -0.71470)
N (3.05129, -1.17074, -1.27792)
C (4.22736, -1.65226, -0.80512)
C (4.12959, -2.62087, 0.13576)
S (2.47307, -2.96709, 0.47325)
C (1.41775, 1.59518, 0.45619)
C (1.79862, 0.55230, 1.30091)
C (3.12954, 0.36009, 1.61823)
C (4.07888, 1.20468, 1.07397)
F (5.38165, 1.00300, 1.36071)
C (3.72500, 2.25920, 0.25244)
C (2.38977, 2.46199, -0.03963)
N (-2.74846, 0.35365, 0.46788)
C (-3.50802, -0.82650, 0.12057)
C (-4.96590, -0.60132, 0.34628)
C (-5.63264, 0.16568, 1.25617)
C (-7.01252, -0.00738, 0.98350)
C (-7.07870, -0.86506, -0.06824)
O (-5.84496, -1.22693, -0.46290)
H (-0.33714, 1.66646, 2.22970)
H (-1.61242, 2.45483, 1.25633)
H (1.01143, 2.70166, -2.46160)
H (-0.45184, 1.95195, -3.09586)
H (1.95843, 0.56788, -1.81239)
H (1.18456, 0.25115, -3.35634)
H (0.06459, -2.08103, -0.44389)
H (5.14114, -1.24645, -1.19748)
H (4.91132, -3.14712, 0.64268)
H (1.05200, -0.11605, 1.70315)
H (3.43452, -0.44052, 2.27328)
H (4.48641, 2.91674, -0.13545)
H (2.10041, 3.30731, -0.64307)
H (-2.96920, 1.20563, -0.03225)
H (-3.33677, -1.09305, -0.92830)
H (-3.13204, -1.64038, 0.75143)
H (-5.19697, 0.77301, 2.02258)
H (-7.83292, 0.44539, 1.50109)
H (-7.90686, -1.28044, -0.60673)

Here are the Mulliken charges for atoms 1 to 4, given in e: O -0.729; C 0.691; C -1.442; N 0.362

---

Molecular formula: C5H10OS
Method: DFT, ωB97M-V/def2-TZVPD

Output
Molecular weight = 118.2 g mol⁻¹
Max |F| = 0.10892 hartree/bohr
Energy relative to the best compared isomer or geometry (same formula, charge and spin) = 1.835 eV
2S+1 = 1
SMILES = C/C=C/[C@](C)(O)S

Atoms and positions in Å:
C (2.44305, -0.97474, -0.25279)
C (1.26893, -0.25600, 0.35290)
C (0.10728, -0.47105, -0.15127)
C (-1.25335, 0.42476, 0.29371)
C (-1.37922, 1.49024, -0.80291)
O (-1.09331, 0.93050, 1.52383)
S (-2.66151, -0.83602, 0.12191)
H (3.20655, -0.23258, -0.39515)
H (2.16643, -1.44645, -1.11872)
H (2.75138, -1.88938, 0.34108)
H (1.37507, 0.60912, 0.98728)
H (-0.13208, -1.19176, -1.02451)
H (-2.37342, 1.90302, -0.78776)
H (-0.98094, 1.10738, -1.75952)
H (-0.79022, 2.33178, -0.37390)
H (-0.69094, 0.32087, 2.17206)
H (-1.96371, -1.81970, 0.87375)

Here are the Mulliken charges for atoms 1 to 4, given in e: C -1.220; C 0.017; C -0.599; C 0.658

---

Molecular formula: C2H2FOTm
Method: DFT, ωB97M-V/def2-TZVPD

Output
Molecular weight = 230.0 g mol⁻¹
Max |F| = 0.07607 hartree/bohr
Energy relative to the best compared isomer or geometry (same formula, charge and spin) = 0.000 eV
2S+1 = 3
Net charge = +2

Atoms and positions in Å:
C (-0.07184, 0.58322, 0.63029)
C (0.32566, 1.87232, 0.34399)
F (0.18819, 0.14986, 1.89846)
O (0.80888, 0.07527, -0.26300)
H (0.91375, 2.42448, 1.07619)
H (-0.03298, 2.36986, -0.55649)
Tm (-0.35190, -1.33706, -1.61025)

Here are the Mulliken charges for atoms 1 to 4, given in e: C 0.484; C -0.089; F -0.183; O -0.499